The following is a DFT calculation (ωB97M-V with the def2-TZVPD basis set) of a cluster of 18 separate species, C3H41NO17 in total in a non-equilibrium geometry.

Structure (XYZ):
```
62
Properties=species:S:1:pos:R:3:forces:R:3:nbo_charge:R:1
C -1.576 -0.713 -1.033 -3.672 -1.389 -0.073 -0.667
C -0.660 0.313 -0.507 1.125 2.005 -2.661 -0.290
C -0.049 1.592 -2.478 1.347 -0.227 -3.309 0.002
N 0.222 0.609 -1.728 0.767 0.773 0.991 -0.529
H -2.567 -0.765 -0.420 1.973 0.208 -1.444 0.252
H -1.755 -0.622 -2.148 -0.103 0.117 1.497 0.239
H -1.147 -1.705 -0.879 0.243 0.065 -0.141 0.212
H -0.056 -0.167 0.204 0.999 -0.385 1.209 0.199
H -0.898 1.334 -0.154 -1.270 -0.890 0.099 0.212
H -0.927 2.254 -2.563 0.136 -0.257 1.108 0.172
H 0.595 1.768 -3.502 -1.167 -0.607 2.745 0.179
H -1.207 3.497 3.168 0.285 -0.703 -0.442 0.485
H -0.225 2.811 2.097 -1.366 -0.436 0.805 0.533
O -1.050 2.665 2.677 1.175 1.050 -0.552 -1.019
H 1.289 -3.556 -1.248 0.981 -1.456 1.323 0.520
H 1.170 -5.043 -0.758 -1.397 -2.853 -0.682 0.481
O 1.608 -4.266 -0.571 0.959 3.349 -0.970 -1.005
H 2.373 -1.990 -2.657 3.621 1.063 -2.049 0.482
H 1.400 -1.296 -1.494 0.839 -2.938 -3.207 0.534
O 1.616 -2.135 -2.195 -4.913 2.223 4.728 -0.999
H 1.829 1.493 1.384 0.911 -0.761 0.630 0.503
H 0.822 1.466 0.240 0.528 0.636 0.435 0.482
O 1.239 2.051 0.894 -1.071 0.681 -0.429 -0.987
H 1.228 -1.755 1.252 0.572 0.578 0.322 0.494
H 1.338 -3.301 0.932 -1.558 1.728 -0.371 0.511
O 0.747 -2.475 0.862 0.474 -1.528 -0.096 -0.990
H -1.821 3.616 -0.433 0.605 0.143 -0.332 0.510
H -1.021 4.641 0.318 -0.252 3.021 3.504 0.461
O -0.947 4.080 -0.371 -0.410 -3.019 -3.212 -0.983
H 0.730 0.116 3.746 5.328 1.233 4.633 0.474
H -0.498 0.804 3.086 -0.667 3.211 0.068 0.496
O 0.057 0.090 3.211 -4.041 -4.064 -4.738 -0.965
H -1.873 -0.092 3.441 -2.003 0.676 -0.327 0.516
H -2.600 1.336 3.240 0.232 -1.079 0.260 0.494
O -2.776 0.367 3.329 1.316 0.233 0.151 -0.975
H 0.724 3.993 -0.951 -0.154 -0.021 0.266 0.496
H 2.125 4.062 -0.259 -0.942 -0.246 -1.366 0.473
O 1.669 4.046 -1.143 1.382 0.248 0.798 -0.988
H 2.980 -2.780 0.181 0.519 1.079 0.213 0.494
H 3.203 -1.496 -0.667 0.450 -0.790 3.259 0.491
O 3.228 -1.830 0.330 0.080 -0.317 -3.505 -0.990
H 3.678 0.683 0.579 -0.481 0.716 1.918 0.497
H 3.807 -0.317 1.632 -0.838 1.858 0.590 0.498
O 3.515 0.659 1.592 1.365 -2.478 -2.506 -0.994
H -2.667 -4.207 -0.464 -3.101 1.988 2.274 0.470
H -1.103 -4.074 -0.609 -2.183 -0.730 -0.154 0.479
O -1.950 -4.552 -0.874 5.371 -1.200 -2.026 -0.948
H -0.497 -2.510 1.937 1.392 0.194 -1.890 0.480
H -0.398 -2.423 3.425 1.187 0.464 1.335 0.456
O -0.975 -2.606 2.723 -3.443 -0.898 1.256 -0.970
H 0.173 -1.050 -3.512 0.966 0.709 0.650 0.479
H -0.901 -1.640 -4.141 -1.256 -0.980 -0.813 0.463
O -0.566 -0.763 -4.045 0.243 -0.011 -0.275 -0.936
H 3.912 1.335 -1.943 0.582 -0.377 0.283 0.496
H 2.669 0.690 -1.592 -0.088 -0.387 0.337 0.493
O 3.628 0.528 -1.476 -0.864 0.860 -0.564 -0.978
H -3.269 1.977 -0.280 -0.696 -1.813 3.046 0.502
H -3.124 2.063 -1.618 0.167 -1.368 -3.324 0.469
O -3.127 2.635 -0.909 0.147 2.991 0.388 -0.942
H -3.510 0.389 1.819 0.088 -0.185 -2.808 0.521
H -4.205 -0.256 0.570 -2.392 -2.515 -0.712 0.467
O -3.630 0.419 0.752 1.974 2.808 3.854 -1.013
```
Positions in Å, forces in eV/Å.

molecular weight: 363.35 g/mol
E_HOMO: -9.908 eV
Kohn-Sham gap: 9.92 eV
relative energy (zero: lowest compared OMol25 entry of this formula, charge and spin): 482.8 kJ/mol